(1)
{
  "formula": "C3H11NOS",
  "method": "ωB97M-V with the def2-TZVPD basis set",
  "species": ["C", "C", "S", "H", "H", "H", "H", "H", "H", "N", "C", "O", "H", "H", "H", "H", "H"],
  "positions_angstrom": [[-1.99, 0.36, 0.53], [-0.89, 1.42, 0.39], [-0.23, 1.74, -1.25], [-1.82, -0.54, -0.09], [-2.95, 0.83, 0.33], [-1.99, -0.03, 1.56], [-1.39, 2.34, 0.72], [-0.04, 1.35, 1.08], [-0.61, 3.03, -1.37], [1.28, -0.93, -1.12], [1.15, -1.49, 0.20], [2.37, -2.03, 0.69], [1.73, -0.06, -1.32], [1.29, -1.59, -1.88], [0.68, -0.79, 0.90], [0.42, -2.30, 0.06], [2.99, -1.31, 0.55]],
  "s_squared": 0.7510,
  "lumo_energy_ev": [3.268, 3.173],
  "homo_ev": [0.97, -5.16],
  "multiplicity": 2,
  "charge": -1,
  "de_lowest_kcal_mol": 19.3
}

***

(2)
{
  "formula": "C53H57BrFKN8O4PS",
  "method": "ωB97M-V with the def2-TZVPD basis set",
  "species": ["K", "C", "C", "C", "C", "C", "C", "C", "N", "N", "C", "C", "C", "C", "C", "C", "N", "C", "C", "C", "C", "C", "C", "N", "H", "H", "H", "H", "H", "H", "H", "H", "H", "H", "H", "H", "H", "H", "H", "H", "H", "H", "H", "H", "C", "C", "C", "C", "C", "C", "C", "F", "C", "C", "C", "O", "C", "C", "N", "C", "C", "O", "O", "H", "H", "H", "H", "H", "H", "H", "H", "H", "H", "H", "Br", "C", "C", "C", "C", "C", "C", "C", "C", "C", "C", "H", "H", "H", "H", "H", "H", "C", "N", "C", "N", "C", "N", "C", "P", "C", "C", "H", "H", "H", "H", "H", "H", "H", "H", "H", "H", "H", "H", "O", "S", "C", "C", "C", "C", "H", "H", "H", "H", "H", "H", "H", "H"],
  "positions_angstrom": [[-0.35, 0.08, -0.36], [-0.67, 0.94, 3.30], [-1.88, 0.25, 3.94], [-2.79, -0.53, 3.03], [-4.05, -0.05, 2.67], [-4.89, -0.86, 1.93], [-4.46, -2.12, 1.56], [-3.18, -2.50, 1.93], [-2.37, -1.74, 2.66], [0.49, 0.13, 2.86], [1.64, 1.01, 2.96], [2.96, 0.53, 2.40], [4.11, 0.65, 3.17], [5.34, 0.31, 2.63], [5.38, -0.14, 1.32], [4.18, -0.23, 0.62], [3.00, 0.09, 1.14], [0.68, -1.14, 3.55], [1.51, -2.12, 2.75], [2.85, -2.38, 3.06], [3.55, -3.29, 2.28], [2.91, -3.92, 1.23], [1.57, -3.62, 1.02], [0.88, -2.75, 1.75], [-0.34, 1.67, 4.06], [-0.99, 1.51, 2.42], [-2.46, 1.05, 4.40], [-1.57, -0.41, 4.74], [-4.36, 0.94, 2.98], [-5.88, -0.51, 1.65], [-5.08, -2.78, 0.98], [-2.78, -3.47, 1.63], [1.82, 1.29, 4.01], [1.37, 1.92, 2.42], [4.04, 1.01, 4.19], [6.24, 0.40, 3.21], [6.31, -0.41, 0.84], [4.16, -0.59, -0.40], [-0.29, -1.62, 3.64], [1.13, -1.01, 4.56], [3.33, -1.87, 3.88], [4.60, -3.49, 2.49], [3.42, -4.62, 0.59], [1.03, -4.09, 0.21], [-7.42, 3.15, -0.14], [-7.14, 2.58, -1.53], [-8.34, 1.76, -1.99], [-8.04, 0.93, -3.23], [-6.87, 0.04, -2.95], [-6.78, -1.23, -3.48], [-5.65, -2.00, -3.24], [-5.60, -3.25, -3.77], [-4.60, -1.53, -2.50], [-4.67, -0.25, -1.95], [-3.49, 0.26, -1.19], [-2.52, -0.48, -1.02], [-3.63, 1.63, -0.74], [-4.81, 2.27, -0.93], [-5.91, 1.77, -1.53], [-5.83, 0.52, -2.13], [-2.55, 2.46, -0.01], [-2.86, 3.64, 0.21], [-1.49, 1.87, 0.28], [-8.41, 3.60, -0.13], [-6.70, 3.91, 0.15], [-7.40, 2.34, 0.59], [-7.00, 3.41, -2.24], [-9.17, 2.45, -2.17], [-8.65, 1.09, -1.18], [-7.80, 1.60, -4.06], [-8.91, 0.34, -3.52], [-7.57, -1.62, -4.11], [-3.71, -2.11, -2.32], [-4.86, 3.28, -0.55], [-0.80, 1.03, -3.65], [0.83, 0.38, -4.44], [1.09, 0.76, -5.72], [2.28, 0.30, -6.34], [3.13, -0.51, -5.66], [2.86, -0.91, -4.33], [3.73, -1.77, -3.62], [3.43, -2.14, -2.34], [2.27, -1.64, -1.71], [1.35, -0.80, -2.31], [1.68, -0.45, -3.66], [0.41, 1.40, -6.26], [2.49, 0.60, -7.36], [4.04, -0.87, -6.14], [4.62, -2.14, -4.12], [4.09, -2.82, -1.81], [2.10, -1.95, -0.68], [3.78, 4.62, -1.53], [2.82, 4.04, -2.46], [1.72, 4.98, -2.62], [1.07, 5.37, -1.37], [2.09, 5.89, -0.47], [3.22, 4.98, -0.23], [2.78, 3.79, 0.49], [1.44, 2.77, -0.35], [2.34, 2.74, -1.99], [0.36, 4.24, -0.77], [4.19, 5.53, -1.99], [4.60, 3.91, -1.38], [0.97, 4.53, -3.28], [2.11, 5.88, -3.10], [1.63, 6.13, 0.49], [2.49, 6.81, -0.91], [2.43, 4.10, 1.48], [3.65, 3.14, 0.65], [1.68, 2.31, -2.74], [3.19, 2.06, -1.90], [-0.15, 4.56, 0.14], [-0.42, 3.90, -1.44], [0.88, -4.69, -2.83], [-0.07, -3.75, -2.16], [-1.51, -4.81, -1.70], [-2.53, -4.83, -2.85], [-1.89, -4.12, -4.05], [-1.06, -2.99, -3.47], [-1.92, -4.41, -0.77], [-1.06, -5.78, -1.50], [-3.44, -4.30, -2.54], [-2.83, -5.85, -3.10], [-2.65, -3.76, -4.75], [-1.23, -4.81, -4.58], [-1.64, -2.20, -2.99], [-0.36, -2.53, -4.18]],
  "lumo_energy_ev": 1.987,
  "homo_ev": -3.67,
  "charge": -1,
  "de_lowest_kcal_mol": 26.4
}

***

(3)
{
  "formula": "C12H11BO12PS",
  "method": "ωB97M-V with the def2-TZVPD basis set",
  "species": ["C", "C", "C", "C", "C", "C", "C", "C", "O", "P", "O", "O", "O", "S", "H", "H", "H", "H", "H", "H", "H", "H", "H", "H", "H", "B", "O", "C", "O", "C", "O", "O", "O", "C", "O", "C", "O", "O"],
  "positions_angstrom": [[-0.17, 0.94, 1.04], [0.34, -0.47, 1.10], [-0.58, -1.50, 1.29], [-0.18, -2.81, 1.38], [1.16, -3.15, 1.26], [2.09, -2.14, 1.07], [1.70, -0.81, 1.00], [2.79, 0.21, 0.82], [3.94, -0.06, 1.69], [3.83, 0.32, 3.21], [3.28, 1.64, 3.50], [3.06, -0.88, 3.94], [5.35, 0.13, 3.71], [6.25, -1.23, 3.28], [0.59, 1.67, 0.78], [-1.00, 1.02, 0.34], [-0.55, 1.23, 2.03], [-1.63, -1.26, 1.37], [-0.92, -3.59, 1.54], [1.49, -4.18, 1.30], [3.14, -2.38, 0.98], [2.47, 1.23, 1.02], [3.21, 0.15, -0.18], [3.57, -1.26, 4.66], [5.28, -2.15, 3.41], [-3.73, 1.49, -3.51], [-2.84, 2.32, -4.33], [-3.54, 3.28, -4.92], [-3.11, 4.13, -5.65], [-5.01, 3.12, -4.48], [-5.93, 3.81, -4.82], [-5.08, 2.07, -3.67], [-3.70, 0.07, -3.92], [-3.31, -0.69, -2.91], [-3.18, -1.88, -2.92], [-3.06, 0.24, -1.70], [-2.70, -0.10, -0.61], [-3.32, 1.48, -2.09]],
  "lumo_energy_ev": 1.476,
  "homo_ev": -7.03,
  "charge": -1
}

***

(4)
{
  "formula": "C34H67BClNO9",
  "method": "ωB97M-V with the def2-TZVPD basis set",
  "species": ["C", "O", "C", "C", "C", "C", "C", "C", "O", "N", "C", "B", "C", "O", "C", "Cl", "H", "H", "H", "H", "H", "H", "H", "H", "H", "H", "H", "H", "H", "H", "H", "H", "H", "H", "H", "C", "C", "C", "O", "C", "H", "H", "H", "H", "H", "H", "H", "H", "C", "C", "C", "O", "C", "H", "H", "H", "H", "H", "H", "H", "H", "C", "C", "C", "O", "C", "H", "H", "H", "H", "H", "H", "H", "H", "C", "C", "C", "O", "C", "H", "H", "H", "H", "H", "H", "H", "H", "C", "C", "C", "O", "C", "H", "H", "H", "H", "H", "H", "H", "H", "C", "C", "C", "O", "C", "H", "H", "H", "H", "H", "H", "H", "H"],
  "positions_angstrom": [[-5.80, 5.78, -4.08], [-5.39, 4.87, -5.08], [-6.49, 4.35, -5.80], [-6.27, 2.87, -6.04], [-6.03, 2.16, -4.70], [-6.29, 0.64, -4.84], [-7.20, 0.15, -3.73], [-7.64, -1.36, -3.80], [-8.44, -1.77, -4.52], [-6.89, -2.12, -2.86], [-5.80, -1.22, -2.51], [-4.79, -1.60, -1.34], [-5.08, -2.57, -0.14], [-3.55, -1.00, -1.37], [-6.51, 0.12, -2.35], [-7.92, 0.08, -1.21], [-4.92, 6.29, -3.70], [-6.27, 5.28, -3.23], [-6.45, 6.52, -4.52], [-7.41, 4.47, -5.23], [-6.64, 4.89, -6.74], [-7.17, 2.45, -6.47], [-5.41, 2.74, -6.68], [-4.99, 2.30, -4.44], [-6.64, 2.58, -3.91], [-6.78, 0.45, -5.79], [-5.32, 0.14, -4.84], [-8.12, 0.71, -3.77], [-7.46, -2.46, -2.09], [-5.19, -1.27, -3.41], [-4.23, -3.23, -0.01], [-5.97, -3.17, -0.26], [-5.14, -1.95, 0.75], [-3.38, -0.82, -2.30], [-5.94, 0.98, -2.04], [1.22, -0.08, -1.19], [0.18, -1.08, -1.66], [-0.49, -0.31, -2.79], [0.50, 0.54, -3.35], [1.65, 0.57, -2.49], [2.06, -0.53, -0.64], [0.76, 0.67, -0.53], [0.67, -1.97, -2.05], [-0.52, -1.38, -0.88], [-1.31, 0.32, -2.41], [-0.89, -0.97, -3.56], [2.45, 0.00, -2.97], [1.98, 1.60, -2.37], [4.92, 0.86, 3.29], [4.01, 1.88, 2.62], [4.09, 1.45, 1.16], [4.30, 0.03, 1.17], [4.62, -0.40, 2.49], [4.73, 0.74, 4.36], [5.96, 1.14, 3.17], [2.99, 1.77, 2.98], [4.32, 2.91, 2.77], [4.94, 1.91, 0.65], [3.19, 1.68, 0.60], [3.76, -0.94, 2.90], [5.47, -1.09, 2.45], [5.70, -4.10, -0.68], [4.63, -3.60, 0.28], [4.80, -4.53, 1.47], [6.19, -4.89, 1.50], [6.82, -4.47, 0.29], [6.01, -3.37, -1.42], [5.35, -4.99, -1.20], [4.84, -2.57, 0.57], [3.62, -3.63, -0.14], [4.22, -5.45, 1.34], [4.52, -4.07, 2.41], [7.46, -3.61, 0.51], [7.45, -5.28, -0.08], [-2.65, -6.60, 2.56], [-3.94, -7.39, 2.70], [-4.93, -6.50, 1.96], [-4.19, -5.82, 0.95], [-2.79, -6.01, 1.17], [-1.74, -7.20, 2.68], [-2.62, -5.80, 3.31], [-3.84, -8.35, 2.18], [-4.23, -7.59, 3.73], [-5.36, -5.75, 2.63], [-5.74, -7.06, 1.51], [-2.41, -6.70, 0.41], [-2.27, -5.06, 1.06], [3.47, 5.23, -2.07], [2.78, 6.09, -1.02], [2.31, 5.05, -0.03], [3.26, 3.97, -0.08], [4.11, 4.15, -1.22], [4.20, 5.77, -2.68], [2.73, 4.79, -2.74], [3.51, 6.76, -0.56], [1.97, 6.70, -1.42], [1.33, 4.65, -0.30], [2.25, 5.43, 0.99], [5.10, 4.45, -0.86], [4.21, 3.19, -1.74], [6.81, 2.14, 8.74], [5.90, 3.16, 8.06], [5.98, 2.72, 6.60], [6.18, 1.31, 6.61], [6.51, 0.88, 7.94], [6.62, 2.02, 9.80], [7.85, 2.43, 8.61], [4.88, 3.05, 8.43], [6.20, 4.19, 8.21], [6.82, 3.19, 6.09], [5.07, 2.95, 6.04], [5.65, 0.34, 8.35], [7.36, 0.20, 7.89]],
  "lumo_energy_ev": 0.406,
  "homo_ev": -9.24,
  "charge": 0,
  "de_lowest_kcal_mol": 17.8,
  "smiles": "COCCCC[C@H]1C(=O)N[C@H](B(C)O)[C@@H]1Cl.C1CCOC1.C1CCOC1.C1CCOC1.C1CCOC1.C1CCOC1.C1CCOC1"
}